This record from the Open Molecules 2025 dataset describes 10 unconnected molecules or ions with the total composition C24H72N4O12. The level of theory is ωB97M-V/def2-TZVPD.

The geometry in XYZ format:
```
112
Properties=species:S:1:pos:R:3:forces:R:3
C -21.5856 6.8148 -13.6257 0.50 -0.69 -0.35
O -22.4029 7.7307 -12.9588 -0.12 -0.05 0.04
H -20.7218 7.3183 -14.0705 0.01 0.13 0.26
H -21.2225 6.0214 -12.9565 0.13 0.17 0.05
H -22.0443 6.2773 -14.4710 -0.43 0.26 0.16
H -22.8382 7.2562 -12.2200 0.04 0.16 -0.16
C -30.3890 7.7803 -10.9520 -0.75 -0.02 -0.43
O -29.3345 7.1216 -10.2501 -0.51 0.26 0.26
H -31.3507 7.2751 -10.8039 0.17 -0.14 0.05
H -30.5535 8.8181 -10.6472 0.40 -0.01 0.05
H -30.1873 7.7443 -12.0218 0.24 0.09 0.09
H -29.7226 6.8711 -9.4020 0.33 -0.14 0.01
C -28.6433 9.5838 -8.0348 0.18 -0.19 0.36
O -27.6775 9.1483 -8.9731 -0.15 0.00 -0.24
H -28.5516 9.0077 -7.1039 -0.10 0.07 -0.02
H -28.4516 10.6308 -7.7975 -0.03 -0.01 -0.06
H -29.6755 9.4918 -8.3865 0.06 0.02 -0.13
H -28.0823 8.4889 -9.5578 0.08 0.07 0.14
C -29.9150 3.5489 -11.0860 -0.34 -0.35 0.43
O -31.2805 3.3954 -10.6806 0.26 0.30 -0.05
H -29.7322 2.9786 -11.9978 0.12 0.23 -0.17
H -29.6523 4.6034 -11.1793 0.12 -0.02 -0.23
H -29.2960 3.1174 -10.2994 -0.01 0.00 0.01
H -31.7854 4.0448 -11.1780 -0.15 -0.15 0.01
C -26.6104 4.8661 -4.8819 -0.06 -0.36 0.11
C -26.5122 6.2103 -4.1945 0.06 0.57 0.54
C -26.4344 7.3657 -5.1871 -0.04 -0.94 -0.43
O -25.1640 7.3067 -5.8120 -0.18 0.32 0.12
C -25.0409 8.2815 -6.8250 0.49 0.47 -0.10
N -27.6810 6.4138 -3.3269 -0.20 0.05 -0.15
H -27.6118 4.7202 -5.2945 -0.03 0.14 0.02
H -26.4353 4.0532 -4.1734 0.00 0.01 0.01
H -25.8957 4.7432 -5.6930 0.13 0.16 0.08
H -25.6078 6.2830 -3.5757 0.25 -0.26 -0.30
H -26.6099 8.3271 -4.6946 0.10 0.10 -0.01
H -27.1973 7.2048 -5.9621 -0.21 0.24 0.11
H -25.3053 9.2853 -6.4688 -0.14 -0.09 0.11
H -25.6365 8.0791 -7.7203 -0.11 -0.12 0.11
H -23.9882 8.3336 -7.1053 -0.02 -0.17 -0.10
H -27.7794 5.6449 -2.6740 0.01 -0.07 -0.10
H -27.5551 7.2448 -2.7597 0.00 0.01 -0.05
C -20.3817 0.5990 -5.5184 -0.15 1.01 0.52
C -21.4188 1.4389 -6.2559 -0.76 -0.52 -0.11
C -21.5297 2.8467 -5.6877 0.49 -0.39 -0.18
O -22.6684 3.4863 -6.2044 -0.26 -0.06 -0.05
C -22.7623 4.8270 -5.7971 0.21 0.56 0.34
N -21.1467 1.4095 -7.7038 0.10 0.71 0.28
H -20.1359 -0.2849 -6.0943 0.20 -0.02 0.00
H -20.7573 0.3228 -4.5309 -0.06 -0.18 -0.09
H -19.5190 1.2426 -5.3068 0.31 -0.41 -0.30
H -22.3945 0.9677 -6.0800 0.02 0.03 -0.29
H -20.6192 3.3848 -6.0003 -0.01 0.16 0.27
H -21.5830 2.7943 -4.5923 0.07 0.17 0.02
H -23.7704 5.2024 -5.9457 -0.05 -0.13 -0.09
H -22.0748 5.4851 -6.3417 0.06 -0.15 -0.17
H -22.5069 4.9595 -4.7389 -0.13 -0.21 0.08
H -20.3084 1.9829 -7.8311 0.04 -0.33 -0.18
H -21.8639 1.9586 -8.1762 -0.08 -0.21 0.06
C -28.1098 5.9717 -14.1055 0.01 0.20 -0.48
C -27.2921 5.1717 -13.1069 0.22 0.32 -0.23
C -25.9451 4.7128 -13.6533 1.04 0.25 -0.14
O -26.0208 3.8584 -14.7733 -0.10 -0.04 0.02
C -26.3383 2.5228 -14.4363 -0.35 0.16 -0.18
N -26.9482 6.0102 -11.9475 -0.46 -0.80 0.72
H -28.3421 5.4109 -15.0131 -0.08 -0.26 0.22
H -27.5968 6.8639 -14.4758 0.21 0.02 0.35
H -29.0461 6.2982 -13.6455 -0.05 -0.06 -0.03
H -27.8768 4.2839 -12.8401 0.00 0.03 0.19
H -25.2910 4.2860 -12.8722 -0.57 -0.44 0.20
H -25.3167 5.5697 -13.9270 -0.54 0.20 -0.40
H -25.4872 2.0031 -13.9887 0.01 0.02 0.11
H -26.6348 2.0101 -15.3509 0.17 0.03 -0.05
H -27.2058 2.4880 -13.7701 0.12 -0.14 0.16
H -26.5241 5.3740 -11.2642 0.39 0.47 -0.16
H -27.7724 6.3166 -11.4262 -0.10 0.04 -0.50
C -22.0730 5.1418 -9.2004 -0.59 -1.35 0.18
C -23.4633 5.2754 -9.8372 0.84 0.91 -0.58
C -24.5664 5.1098 -8.8029 0.75 -0.80 0.06
O -25.8075 4.9365 -9.4636 -0.10 0.40 0.24
C -26.8822 5.2299 -8.6151 -0.95 0.62 0.34
N -23.5038 6.5749 -10.5353 -0.48 -0.26 0.13
H -21.7983 5.9803 -8.5634 -0.08 0.10 -0.04
H -21.2807 4.9283 -9.9162 -0.10 0.42 -0.27
H -22.1405 4.2262 -8.5994 0.32 0.28 0.32
H -23.5480 4.5148 -10.6209 -0.21 -0.18 0.26
H -24.5329 5.9503 -8.1005 -0.39 0.22 -0.22
H -24.3769 4.2143 -8.1930 0.03 -0.03 -0.05
H -26.8800 4.6703 -7.6779 0.21 -0.23 -0.08
H -27.8408 5.0526 -9.1085 0.23 -0.42 -0.31
H -26.9434 6.2964 -8.3501 0.44 0.02 0.02
H -24.4569 6.7689 -10.8444 0.11 0.13 0.01
H -23.2135 7.3046 -9.8839 -0.19 0.04 -0.18
C -25.1079 10.7059 -12.1646 -0.08 0.51 -0.48
C -25.8989 9.4717 -11.8158 -0.41 -0.98 0.29
O -25.6384 8.4144 -12.7066 0.54 0.11 -0.52
O -25.2581 11.0861 -13.5376 -0.06 0.06 0.48
H -24.0403 10.6068 -11.9748 0.01 -0.39 -0.20
H -25.4346 11.5380 -11.5298 -0.10 -0.12 0.18
H -26.9832 9.6598 -11.8274 0.04 0.44 0.07
H -25.6505 9.1722 -10.7864 -0.01 0.20 0.08
H -26.1972 7.6297 -12.5382 0.16 0.21 0.45
H -26.1635 11.4049 -13.6132 0.05 -0.04 -0.24
C -20.3096 8.4529 -10.7083 -1.49 -0.14 -0.38
C -21.4442 9.4136 -10.3545 1.29 1.20 -0.26
O -22.2529 9.0004 -9.2598 -0.30 -0.23 -0.08
O -19.1947 8.5886 -9.8604 0.38 -0.01 0.00
H -20.0624 8.6308 -11.7557 0.58 0.28 0.20
H -20.7226 7.4364 -10.7330 0.13 -0.04 0.30
H -21.9947 9.6931 -11.2534 -0.69 -0.80 0.22
H -20.9857 10.3803 -10.0979 0.18 -0.16 0.15
H -21.8324 9.2948 -8.4486 0.00 0.06 -0.02
H -19.3901 8.1804 -9.0131 -0.04 -0.09 -0.03
```
Forces are in eV/Å.

Results
orbital gap: 9.18 eV
energy relative to the best compared isomer or geometry (same formula, charge and spin): 413.0 kJ/mol
total energy: -2079.3378 a.u.
net charge: 0
SMILES: COC[C@H](C)N.COC[C@H](C)N.COC[C@H](C)N.COC[C@H](C)N.OCCO.OCCO.CO.CO.CO.CO
E_LUMO: 0.1 eV

Results of the Löwdin charge analysis, in e, for atoms 1 through 99: number 1, C, carries -0.195; number 2, O, carries -0.146; number 3, H, carries 0.073; number 4, H, carries 0.072; number 5, H, carries 0.071; number 6, H, carries 0.024; number 7, C, carries -0.117; number 8, O, carries -0.163; number 9, H, carries 0.087; number 10, H, carries 0.081; number 11, H, carries 0.077; number 12, H, carries 0.099; number 13, C, carries -0.151; number 14, O, carries -0.143; number 15, H, carries 0.067; number 16, H, carries 0.082; number 17, H, carries 0.070; number 18, H, carries 0.034; number 19, C, carries -0.152; number 20, O, carries -0.119; number 21, H, carries 0.076; number 22, H, carries 0.053; number 23, H, carries 0.081; number 24, H, carries 0.067; number 25, C, carries -0.060; number 26, C, carries -0.436; number 27, C, carries -0.206; number 28, O, carries -0.201; number 29, C, carries -0.106; number 30, N, carries 0.029; number 31, H, carries 0.084; number 32, H, carries 0.083; number 33, H, carries 0.049; number 34, H, carries 0.139; number 35, H, carries 0.127; number 36, H, carries 0.117; number 37, H, carries 0.096; number 38, H, carries 0.066; number 39, H, carries 0.078; number 40, H, carries 0.070; number 41, H, carries 0.069; number 42, C, carries -0.066; number 43, C, carries -0.448; number 44, C, carries -0.229; number 45, O, carries -0.195; number 46, C, carries -0.115; number 47, N, carries 0.043; number 48, H, carries 0.076; number 49, H, carries 0.076; number 50, H, carries 0.078; number 51, H, carries 0.140; number 52, H, carries 0.133; number 53, H, carries 0.131; number 54, H, carries 0.054; number 55, H, carries 0.081; number 56, H, carries 0.095; number 57, H, carries 0.075; number 58, H, carries 0.055; number 59, C, carries -0.037; number 60, C, carries -0.412; number 61, C, carries -0.205; number 62, O, carries -0.172; number 63, C, carries -0.102; number 64, N, carries 0.066; number 65, H, carries 0.083; number 66, H, carries 0.087; number 67, H, carries 0.061; number 68, H, carries 0.103; number 69, H, carries 0.125; number 70, H, carries 0.136; number 71, H, carries 0.089; number 72, H, carries 0.089; number 73, H, carries 0.075; number 74, H, carries 0.062; number 75, H, carries 0.054; number 76, C, carries -0.047; number 77, C, carries -0.376; number 78, C, carries -0.183; number 79, O, carries -0.188; number 80, C, carries -0.097; number 81, N, carries 0.077; number 82, H, carries 0.069; number 83, H, carries 0.081; number 84, H, carries 0.052; number 85, H, carries 0.140; number 86, H, carries 0.111; number 87, H, carries 0.127; number 88, H, carries 0.077; number 89, H, carries 0.073; number 90, H, carries 0.080; number 91, H, carries 0.071; number 92, H, carries 0.052; number 93, C, carries -0.232; number 94, C, carries -0.271; number 95, O, carries -0.093; number 96, O, carries -0.060; number 97, H, carries 0.105; number 98, H, carries 0.117; number 99, H, carries 0.112